Entry 1:
Entry from the Open Molecules 2025 dataset: the molecule C4H9N3S at a distorted geometry (ωB97M-V with the def2-TZVPD basis set).

Computed properties:
E_HOMO: -8.96 eV
spin multiplicity: 1
HOMO-LUMO gap: 0.355 Ha
net charge: 0
total energy: -19598.2750 eV
ΔE to the lowest compared entry with this formula, charge and spin: 1.361 eV

```
17
Properties=species:S:1:pos:R:3:forces:R:3
C -3.2378 -0.5660 0.0309 0.91 0.48 -1.51
C -2.0112 0.3495 0.0503 0.19 -0.02 0.00
C 0.4225 0.2797 -0.0409 -0.39 -0.47 -0.25
C 4.2970 -0.1404 0.0387 -0.46 0.27 0.46
H -4.1802 -0.0159 0.0463 0.17 -0.17 0.50
H -3.2408 -1.1400 -0.9016 -0.05 0.17 -0.18
H -3.0884 -1.3156 0.7732 -0.48 -0.34 1.03
H -1.9036 0.8735 0.9865 -0.18 0.05 0.64
H -1.9658 1.1546 -0.6609 -0.74 0.33 -0.69
H -0.8267 -1.3389 -0.4916 0.20 0.01 0.01
H 1.4654 1.8749 0.0746 -0.26 -0.28 0.18
H 5.1022 0.5592 -0.2489 -0.41 -0.39 0.32
H 4.5552 -1.0676 0.5834 -0.02 0.23 -0.58
N -0.7838 -0.3959 -0.1490 0.82 0.24 0.52
N 0.4996 1.5394 0.0482 0.07 -0.12 -0.16
N 3.1024 0.2460 -0.1819 -0.27 -0.86 -0.37
S 1.7941 -0.8965 0.0426 0.88 0.87 0.10
```
Positions in Å, forces in eV/Å.

Mulliken population analysis, charges in e, atoms 1 to 6:
1. C -1.26
2. C -0.32
3. C 0.48
4. C -0.21
5. H 0.35
6. H 0.34

---

Entry 2:
Entry from the Open Molecules 2025 dataset: C12H18O6Tl as an isolated structure at a distorted geometry (ωB97M-V with the def2-TZVPD basis set).

Computed properties:
expectation value of S²: 0.76
E_HOMO (spin up / spin down): -15.49 / -15.49 eV
spin multiplicity: 2
HOMO-LUMO gap (spin up / spin down): 0.334 / 0.111 Ha
net charge: +2
total energy: -29696.2846 eV

```
37
Properties=species:S:1:pos:R:3:forces:R:3
Tl -0.1518 -1.3703 -1.2057 -0.90 -0.12 -0.09
O 1.1741 0.5604 0.4516 -0.33 1.49 2.70
C 0.8813 1.1808 1.5142 0.80 -2.42 0.84
O 1.4879 0.9119 2.7378 -0.65 -0.37 -2.88
C 0.9456 1.7467 3.7930 -0.04 0.61 0.10
C 0.2197 2.8281 3.0481 -0.24 0.66 -0.64
C -0.2616 2.1161 1.7692 0.26 0.65 -0.09
H 1.8101 2.0736 4.3707 -0.18 0.03 -0.02
H 0.2175 1.2786 4.4554 0.37 -0.94 -0.24
H 0.9218 3.6036 2.7421 -0.19 0.25 0.18
H -0.6159 3.2346 3.6179 0.21 0.18 -0.08
H -0.4757 2.7673 0.9218 0.09 -0.02 0.09
H -1.1496 1.5131 1.9590 -0.04 -0.25 -0.01
O -3.0540 -1.5588 -1.2920 -1.88 0.57 0.81
C -4.2616 -1.3841 -1.0214 1.53 -1.23 -1.05
O -5.2060 -1.9996 -1.7730 1.99 0.65 0.59
C -6.5119 -1.7109 -1.2930 -0.52 -0.96 -0.47
C -6.3249 -0.6677 -0.2369 -2.70 1.14 1.03
C -4.8907 -0.4709 0.0510 1.45 -0.95 -1.48
H -6.9414 -2.6563 -0.9615 0.04 0.07 0.25
H -7.1293 -1.3798 -2.1281 0.23 0.10 -0.03
H -6.8101 -0.9457 0.6987 -0.27 -0.10 -0.18
H -6.8720 0.2073 -0.5878 0.37 0.33 0.25
H -4.6806 -0.7936 1.0707 0.61 0.17 -0.22
H -4.4453 0.4864 -0.2195 -0.28 0.29 0.56
O 2.7081 -1.2499 -1.1000 0.25 -0.05 0.03
C 3.8384 -1.1032 -1.5476 0.49 0.50 -2.10
O 4.0467 -0.7504 -2.8225 -4.06 -1.92 1.52
C 5.2882 -0.2136 -2.9304 3.11 2.75 -0.69
C 6.1629 -0.8921 -1.9257 0.48 -0.16 -1.28
C 5.1481 -1.2397 -0.8417 1.01 -0.12 0.56
H 5.1846 0.8389 -2.6666 0.11 0.27 -0.25
H 5.6722 -0.2661 -3.9491 -0.39 -0.19 -0.04
H 6.9788 -0.2257 -1.6461 -0.18 -0.15 0.44
H 6.6101 -1.7233 -2.4709 -0.06 -0.53 0.72
H 5.2291 -0.4732 -0.0710 -0.32 -0.44 0.53
H 5.2571 -2.2724 -0.5105 -0.17 0.21 0.62
```
Positions in Å, forces in eV/Å.

Mulliken population analysis, charges in e, atoms 1 to 6:
1. Tl 0.97
2. O -0.49
3. C 0.43
4. O -0.30
5. C -0.37
6. C -0.55